1.
Below is a structure of composition C21H31IrN3OP2, with properties calculated with ωB97M-V with the def2-TZVPD basis set.

Geometry as ORCA input:
```
! RIJCOSX wB97M-V def2-TZVPD def2/J DEFGRID3
* xyz 2 6
Ir -0.209 -0.837 0.516
P 1.020 0.188 1.938
P 1.513 -0.994 -1.080
O -1.751 -1.470 -0.664
N -3.137 -3.232 -0.834
N 2.996 2.688 -0.466
N -2.016 -2.751 1.174
C -2.320 -2.468 -0.113
C 2.106 3.255 0.368
C 1.964 2.844 1.737
C 0.888 4.033 -1.582
C 3.021 1.107 -2.317
C 0.577 4.784 2.086
C 1.464 2.931 -3.785
C 2.648 2.359 -1.711
C 2.017 -2.688 -0.624
C 2.394 1.459 2.195
C 2.330 2.056 -4.426
C 1.742 -1.345 2.591
C 3.242 -0.141 -1.490
C 3.126 1.159 -3.695
C 1.090 4.137 -0.180
C 1.434 3.794 2.586
C 0.262 4.836 0.741
C -0.237 0.687 3.126
C -3.503 -2.945 -2.207
C 0.848 -1.235 -2.754
C 1.679 3.190 -2.407
H -2.414 -3.515 1.682
H -4.556 -2.660 -2.249
H -0.431 1.766 3.050
H -2.902 -2.122 -2.613
H 2.391 2.047 -5.509
H 2.604 1.440 3.284
H 0.527 -0.277 -3.182
H -0.655 5.309 0.401
H 2.724 -2.651 0.216
H 1.108 -3.231 -0.325
H 3.285 1.085 1.666
H 1.627 -1.291 3.677
H 1.675 3.733 3.643
H 3.747 0.048 -0.527
H 0.120 0.406 4.128
H 0.161 5.502 2.779
H 3.796 0.467 -4.199
H 3.837 -0.896 -2.040
H -0.838 0.716 0.425
H -1.398 -2.063 1.647
H -3.531 -4.038 -0.350
H -0.791 0.152 -0.532
H -1.165 0.135 2.882
H 2.791 -1.412 2.280
H 1.607 -1.681 -3.412
H 0.582 3.331 -4.293
H 1.166 -2.193 2.185
H 2.466 -3.158 -1.508
H -3.340 -3.844 -2.799
H -0.021 -1.901 -2.706
H -0.106 4.250 -1.948
*
```

Values from the calculation:
Molecular weight ... 595.664 g mol⁻¹
Orbital gap (spin up / spin down) ... 0.2024 / 0.1840 Ha
ΔE to the lowest compared entry with this formula, charge and spin ... 1.050 eV
E_tot ... -1844.5514 Ha

***

2.
Below is a structure of composition C21H31IrO3, with properties calculated with ωB97M-V with the def2-TZVPD basis set.

Geometry as ORCA input:
```
! RIJCOSX wB97M-V def2-TZVPD def2/J DEFGRID3
* xyz 1 6
Ir -0.185 -0.528 2.200
O -0.262 -0.444 -2.340
O 2.148 1.923 -1.480
O 1.010 0.641 4.524
C 0.001 -1.174 -3.592
C 0.758 0.914 3.353
C -2.639 -0.096 1.478
C 1.212 2.248 2.831
C -0.084 -2.710 2.577
C 0.296 -2.409 1.213
C -0.429 0.773 -3.214
C 1.457 0.972 -0.644
C -1.797 -0.162 3.674
C 1.337 -1.883 -3.597
C 1.861 -1.439 2.632
C 1.510 -1.626 1.263
C 0.089 2.982 -0.643
C -2.727 -1.242 3.485
C 0.040 1.493 -0.330
C -1.792 0.644 2.420
C 0.864 -2.088 3.448
C 1.414 3.177 -1.397
C -3.217 -1.194 2.159
C -0.013 0.077 -4.497
C -1.161 -2.100 -3.913
H -1.039 -2.560 -4.908
H -2.110 -1.552 -3.903
H -1.402 0.176 4.628
H 2.032 0.837 0.291
H 0.464 2.992 3.143
H 1.270 -2.771 -2.954
H -2.828 0.226 0.456
H 2.078 -1.267 0.414
H 2.730 -0.879 2.981
H 1.249 3.530 -2.426
H 0.985 0.362 -4.852
H 2.146 -1.218 -3.252
H 1.362 2.303 1.750
H 2.166 2.486 3.325
H -0.772 0.074 -5.279
H -3.044 -1.912 4.282
H -1.186 -2.894 -3.162
H 0.074 3.554 0.285
H 0.827 -2.090 4.537
H -0.276 1.272 0.700
H -3.982 -1.857 1.749
H -0.954 -3.277 2.890
H -0.773 3.270 -1.249
H 1.569 -2.210 -4.621
H -1.596 1.711 2.397
H 0.247 1.595 -2.934
H -1.476 1.117 -3.220
H 2.033 3.930 -0.880
H -0.235 -2.696 0.307
H 1.442 -0.018 -1.121
H -0.692 1.015 -0.984
*
```

Values from the calculation:
Molecular weight ... 523.693 g mol⁻¹
Orbital gap (spin up / spin down) ... 0.2489 / 0.1981 Ha
ΔE to the lowest compared entry with this formula, charge and spin ... 0.000 eV
E_tot ... -1148.2054 Ha

***

3.
Below is a structure of composition C21H31MnN4O2Se2, with properties calculated with ωB97M-V with the def2-TZVPD basis set.

Geometry as ORCA input:
```
! RIJCOSX wB97M-V def2-TZVPD def2/J DEFGRID3
* xyz -1 6
Se -0.062 0.217 2.751
Se -0.173 -2.590 0.344
Mn -0.410 -0.157 0.239
O -1.522 -4.057 4.634
O -2.702 -0.836 1.138
N 4.284 0.400 0.023
N 1.942 0.124 -0.087
N -0.420 0.035 -1.845
N 2.890 2.230 -0.295
C -2.741 3.580 0.615
C -1.113 1.120 -2.389
C -2.864 3.972 -0.711
C 0.140 -0.834 -2.682
C -0.489 -1.618 3.420
C 0.105 -0.728 -4.050
C 1.586 2.718 -0.698
C 5.333 0.932 -0.814
C 3.503 3.059 0.727
C -1.468 1.602 -0.041
C -1.752 -2.301 2.874
C -1.418 -3.246 1.719
C 4.494 -0.968 0.430
C -1.648 1.998 -1.412
C -0.617 0.353 -4.621
C -2.314 3.205 -1.711
C 2.982 0.861 -0.115
C -2.013 2.428 0.928
C -1.225 1.248 -3.786
C -2.849 -1.295 2.466
C -2.388 -3.150 4.005
H -2.828 -0.460 3.176
H 5.569 0.238 -1.632
H -1.870 2.190 1.980
H -0.692 0.446 -5.697
H 0.824 2.566 0.080
H 0.398 -2.221 3.203
H -3.832 -1.792 2.545
H -0.931 -4.150 2.099
H 3.723 4.043 0.304
H 1.662 3.780 -0.924
H -1.060 -4.554 3.944
H 2.141 -0.876 -0.085
H -3.384 4.891 -0.959
H 4.446 -1.675 -0.410
H 5.024 1.883 -1.239
H 5.482 -1.046 0.886
H -2.330 -3.543 1.197
H -0.558 -1.505 4.504
H -2.747 -2.492 4.802
H 3.750 -1.245 1.174
H -3.179 4.172 1.407
H 6.242 1.084 -0.226
H -1.796 2.072 -4.193
H 0.618 -1.448 -4.671
H 2.824 3.192 1.580
H -3.004 0.086 1.074
H 4.426 2.601 1.076
H 1.269 2.188 -1.593
H 0.651 -1.678 -2.221
H -2.397 3.531 -2.740
H -3.258 -3.693 3.595
*
```

Values from the calculation:
Molecular weight ... 584.363 g mol⁻¹
Orbital gap (spin up / spin down) ... 0.1693 / 0.2187 Ha
ΔE to the lowest compared entry with this formula, charge and spin ... 1.125 eV
E_tot ... -7142.2201 Ha